--- P ---
{"formula": "C44H55F33O22", "method": "ωB97M-V/def2-TZVPD", "homo_energy_ev": -10.827, "homo_lumo_gap_ev": 11.22, "elements": ["C", "C", "O", "C", "O", "C", "F", "F", "F", "H", "H", "H", "H", "H", "C", "C", "O", "C", "O", "C", "F", "F", "F", "H", "H", "H", "H", "H", "C", "C", "O", "C", "O", "C", "F", "F", "F", "H", "H", "H", "H", "H", "C", "C", "O", "C", "O", "C", "F", "F", "F", "H", "H", "H", "H", "H", "C", "C", "O", "C", "O", "C", "F", "F", "F", "H", "H", "H", "H", "H", "C", "C", "O", "C", "O", "C", "F", "F", "F", "H", "H", "H", "H", "H", "C", "C", "O", "C", "O", "C", "F", "F", "F", "H", "H", "H", "H", "H", "C", "C", "O", "C", "O", "C", "F", "F", "F", "H", "H", "H", "H", "H", "C", "C", "O", "C", "O", "C", "F", "F", "F", "H", "H", "H", "H", "H", "C", "C", "O", "C", "O", "C", "F", "F", "F", "H", "H", "H", "H", "H", "C", "C", "O", "C", "O", "C", "F", "F", "F", "H", "H", "H", "H", "H"], "coordinates": [[16.67, 12.90, 19.88], [15.30, 12.56, 20.39], [14.90, 13.63, 21.25], [14.09, 13.27, 22.26], [13.70, 12.19, 22.59], [13.75, 14.54, 23.10], [14.83, 15.26, 23.39], [12.93, 15.35, 22.38], [13.13, 14.08, 24.15], [16.67, 13.81, 19.32], [17.11, 12.17, 19.22], [17.22, 12.95, 20.82], [15.23, 11.60, 20.91], [14.55, 12.57, 19.59], [13.79, 10.51, 16.18], [14.53, 10.20, 17.48], [15.61, 9.34, 17.07], [16.55, 9.23, 17.98], [16.55, 9.66, 19.10], [17.73, 8.44, 17.34], [18.28, 7.68, 18.27], [17.34, 7.73, 16.31], [18.63, 9.33, 16.92], [14.50, 11.02, 15.51], [12.99, 11.20, 16.33], [13.38, 9.60, 15.74], [14.00, 9.68, 18.29], [15.03, 11.09, 17.86], [20.07, 15.13, 23.88], [19.24, 14.33, 22.96], [19.74, 14.37, 21.56], [19.39, 15.34, 20.82], [18.65, 16.23, 21.15], [19.81, 15.25, 19.35], [20.81, 14.38, 19.16], [18.71, 14.83, 18.76], [20.15, 16.42, 18.89], [21.15, 14.94, 23.72], [19.78, 14.78, 24.90], [19.78, 16.16, 23.79], [18.17, 14.63, 22.94], [19.18, 13.26, 23.06], [20.35, 9.44, 14.29], [21.30, 9.41, 15.41], [22.53, 10.02, 14.96], [23.27, 10.57, 15.94], [22.98, 10.56, 17.07], [24.66, 11.03, 15.43], [24.91, 12.26, 15.83], [25.56, 10.21, 15.97], [24.76, 10.94, 14.13], [20.73, 9.12, 13.34], [19.92, 10.44, 14.14], [19.49, 8.82, 14.56], [21.54, 8.40, 15.79], [20.83, 9.90, 16.25], [15.83, 17.54, 20.61], [14.97, 18.72, 20.43], [14.81, 18.90, 19.01], [14.11, 19.93, 18.56], [13.77, 20.86, 19.17], [13.71, 19.87, 17.09], [14.39, 18.97, 16.32], [12.39, 19.59, 16.94], [13.96, 21.06, 16.49], [16.15, 17.34, 21.61], [16.69, 17.64, 20.01], [15.32, 16.59, 20.33], [15.36, 19.69, 20.78], [13.92, 18.59, 20.77], [16.30, 20.68, 13.24], [15.94, 19.39, 13.88], [16.14, 18.24, 12.94], [16.40, 17.07, 13.41], [16.67, 16.79, 14.59], [16.28, 15.97, 12.37], [15.01, 15.70, 12.03], [16.93, 16.40, 11.25], [16.80, 14.88, 12.82], [17.28, 20.58, 12.76], [16.42, 21.51, 13.94], [15.51, 20.80, 12.49], [14.88, 19.30, 14.14], [16.51, 19.11, 14.76], [19.24, 18.02, 16.00], [18.14, 17.97, 17.01], [18.35, 18.83, 18.18], [17.91, 20.03, 17.97], [17.57, 20.55, 16.90], [17.95, 20.91, 19.22], [18.97, 21.79, 19.05], [16.79, 21.62, 19.50], [18.15, 20.23, 20.37], [20.19, 17.83, 16.46], [19.17, 19.00, 15.58], [19.04, 17.33, 15.17], [18.12, 16.99, 17.47], [17.20, 18.23, 16.59], [9.33, 12.17, 14.12], [10.21, 12.54, 15.25], [10.31, 14.03, 15.18], [11.37, 14.42, 15.91], [12.24, 13.71, 16.38], [11.41, 16.01, 16.02], [11.99, 16.37, 17.13], [12.08, 16.48, 14.95], [10.19, 16.49, 15.98], [9.90, 12.49, 13.23], [8.35, 12.57, 14.12], [9.21, 11.11, 14.05], [11.18, 12.14, 15.14], [9.92, 12.37, 16.28], [20.27, 15.74, 12.66], [21.74, 15.69, 12.46], [22.36, 16.25, 13.62], [22.61, 15.46, 14.60], [22.49, 14.29, 14.69], [23.25, 16.19, 15.82], [22.29, 16.27, 16.75], [24.31, 15.51, 16.28], [23.67, 17.48, 15.60], [20.01, 15.00, 13.42], [19.74, 15.48, 11.74], [20.02, 16.69, 13.05], [22.08, 16.41, 11.68], [22.20, 14.70, 12.37], [12.07, 12.18, 8.58], [13.25, 13.07, 8.93], [13.82, 12.77, 10.27], [13.09, 13.25, 11.22], [12.13, 14.01, 11.14], [13.52, 12.77, 12.59], [12.98, 11.54, 12.89], [14.86, 12.58, 12.67], [13.16, 13.65, 13.52], [12.44, 11.17, 8.50], [11.76, 12.58, 7.61], [11.26, 12.28, 9.29], [13.02, 14.13, 8.92], [14.14, 12.85, 8.34], [15.16, 15.54, 17.30], [15.33, 14.24, 16.58], [16.71, 14.18, 15.94], [17.37, 13.07, 16.15], [17.07, 12.06, 16.82], [18.78, 13.14, 15.46], [19.58, 12.30, 16.03], [18.64, 12.95, 14.14], [19.31, 14.39, 15.62], [15.04, 16.40, 16.60], [16.07, 15.76, 17.88], [14.33, 15.46, 18.02], [14.63, 14.07, 15.80], [15.30, 13.31, 17.13]]}


--- Q ---
{"formula": "C44H55F33O22", "method": "ωB97M-V/def2-TZVPD", "homo_energy_ev": -10.897, "homo_lumo_gap_ev": 11.07, "elements": ["C", "C", "O", "C", "O", "C", "F", "F", "F", "H", "H", "H", "H", "H", "C", "C", "O", "C", "O", "C", "F", "F", "F", "H", "H", "H", "H", "H", "C", "C", "O", "C", "O", "C", "F", "F", "F", "H", "H", "H", "H", "H", "C", "C", "O", "C", "O", "C", "F", "F", "F", "H", "H", "H", "H", "H", "C", "C", "O", "C", "O", "C", "F", "F", "F", "H", "H", "H", "H", "H", "C", "C", "O", "C", "O", "C", "F", "F", "F", "H", "H", "H", "H", "H", "C", "C", "O", "C", "O", "C", "F", "F", "F", "H", "H", "H", "H", "H", "C", "C", "O", "C", "O", "C", "F", "F", "F", "H", "H", "H", "H", "H", "C", "C", "O", "C", "O", "C", "F", "F", "F", "H", "H", "H", "H", "H", "C", "C", "O", "C", "O", "C", "F", "F", "F", "H", "H", "H", "H", "H", "C", "C", "O", "C", "O", "C", "F", "F", "F", "H", "H", "H", "H", "H"], "coordinates": [[-4.60, 2.63, 0.80], [-5.71, 3.67, 0.96], [-6.25, 3.54, 2.26], [-5.78, 4.17, 3.33], [-4.82, 4.93, 3.33], [-6.66, 3.98, 4.59], [-5.87, 3.59, 5.57], [-7.28, 5.08, 4.97], [-7.68, 3.04, 4.44], [-4.28, 2.55, -0.24], [-4.97, 1.66, 1.13], [-3.67, 2.98, 1.26], [-6.55, 3.50, 0.28], [-5.34, 4.67, 0.74], [-3.70, -2.50, -6.56], [-3.35, -1.93, -5.22], [-4.00, -0.71, -4.88], [-5.34, -0.69, -4.50], [-6.03, -1.68, -4.24], [-6.02, 0.72, -4.65], [-5.14, 1.60, -4.95], [-6.84, 0.63, -5.72], [-6.68, 1.02, -3.57], [-3.00, -2.14, -7.32], [-4.66, -2.14, -6.93], [-3.65, -3.59, -6.61], [-2.28, -1.72, -5.19], [-3.53, -2.64, -4.41], [2.30, -0.42, -0.80], [1.01, -0.01, 0.03], [-0.21, 0.10, -0.66], [-0.89, -1.09, -0.95], [-0.41, -2.16, -0.72], [-2.27, -0.89, -1.65], [-2.06, -0.54, -2.94], [-3.07, -1.98, -1.65], [-2.98, 0.11, -1.12], [2.60, 0.29, -1.57], [2.45, -1.47, -1.06], [3.01, -0.24, 0.01], [1.16, 1.01, 0.40], [1.01, -0.60, 0.94], [4.86, 6.40, 1.84], [3.39, 6.35, 1.93], [2.87, 5.23, 1.22], [1.60, 5.25, 0.74], [0.73, 5.98, 1.20], [1.37, 4.20, -0.35], [0.23, 3.60, -0.12], [1.28, 4.90, -1.52], [2.32, 3.32, -0.51], [5.33, 7.36, 2.06], [5.17, 6.01, 0.87], [5.36, 5.68, 2.49], [3.07, 7.31, 1.51], [3.04, 6.30, 2.96], [-6.60, -0.32, -0.64], [-7.75, -1.09, -1.35], [-7.41, -2.47, -1.27], [-8.05, -3.36, -2.10], [-9.20, -3.15, -2.60], [-7.28, -4.73, -2.16], [-7.80, -5.49, -3.15], [-5.93, -4.49, -2.39], [-7.40, -5.49, -1.05], [-6.65, -0.43, 0.44], [-6.69, 0.75, -0.82], [-5.58, -0.56, -0.95], [-7.91, -0.86, -2.41], [-8.67, -0.88, -0.81], [-2.11, -2.93, 2.42], [-2.41, -2.57, 3.84], [-3.41, -1.58, 3.79], [-4.08, -1.25, 4.90], [-3.76, -1.68, 6.03], [-5.35, -0.30, 4.78], [-5.01, 0.84, 5.33], [-5.54, -0.02, 3.50], [-6.51, -0.81, 5.29], [-1.67, -2.10, 1.86], [-2.95, -3.19, 1.78], [-1.33, -3.67, 2.27], [-1.53, -2.14, 4.33], [-2.75, -3.45, 4.38], [1.96, -3.46, -4.14], [0.51, -3.05, -3.81], [-0.12, -4.26, -3.35], [-0.88, -5.04, -4.11], [-1.14, -4.81, -5.26], [-1.47, -6.32, -3.44], [-1.23, -6.37, -2.10], [-2.72, -6.36, -3.63], [-1.02, -7.44, -4.05], [2.42, -3.80, -3.21], [2.65, -2.67, -4.45], [1.94, -4.27, -4.86], [0.10, -2.73, -4.77], [0.51, -2.26, -3.06], [5.08, 0.58, -8.07], [4.56, 1.91, -7.48], [4.21, 1.63, -6.12], [2.90, 1.45, -5.82], [1.96, 1.35, -6.63], [2.70, 1.13, -4.26], [1.90, 0.03, -4.17], [3.91, 0.87, -3.69], [2.13, 2.14, -3.65], [4.34, -0.23, -8.10], [6.06, 0.29, -7.70], [5.29, 0.71, -9.13], [3.80, 2.43, -8.07], [5.46, 2.51, -7.42], [-0.05, -0.20, 7.33], [0.53, 0.98, 6.48], [-0.39, 1.43, 5.46], [-0.34, 0.95, 4.21], [0.57, 0.16, 3.76], [-1.32, 1.59, 3.25], [-2.22, 2.41, 3.87], [-0.68, 2.35, 2.34], [-1.95, 0.68, 2.52], [-0.54, -1.00, 6.77], [-0.74, 0.27, 8.03], [0.74, -0.65, 7.92], [1.45, 0.61, 6.02], [0.77, 1.75, 7.21], [8.76, -3.26, 3.47], [7.33, -3.62, 3.98], [6.47, -2.58, 3.58], [5.10, -2.77, 3.48], [4.51, -3.78, 3.77], [4.37, -1.50, 3.08], [3.65, -1.66, 1.98], [3.36, -1.29, 3.95], [5.18, -0.43, 2.99], [9.56, -3.90, 3.83], [9.06, -2.22, 3.64], [8.77, -3.53, 2.42], [7.25, -3.73, 5.06], [7.03, -4.59, 3.59], [9.95, 2.03, 2.64], [8.75, 1.11, 2.64], [7.88, 1.42, 1.64], [6.81, 2.26, 1.80], [6.63, 3.03, 2.76], [5.86, 2.22, 0.51], [5.53, 3.46, 0.04], [6.43, 1.58, -0.54], [4.67, 1.68, 0.77], [9.59, 3.05, 2.55], [10.56, 1.80, 1.77], [10.65, 1.91, 3.47], [8.18, 1.08, 3.57], [9.17, 0.11, 2.47]]}


Quick one: most stable of them? P


--- P ---
{"formula": "C4H9Cl2", "method": "ωB97M-V/def2-TZVPD", "homo_energy_ev": [-7.116, -10.961], "s2": 0.7540, "homo_lumo_gap_ev": [7.86, 11.62], "multiplicity": 2, "elements": ["Cl", "H", "C", "C", "C", "C", "Cl", "H", "H", "H", "H", "H", "H", "H", "H"], "coordinates": [[1.85, -0.94, 3.80], [2.19, 0.23, 3.46], [0.22, 0.16, -1.13], [1.06, -0.99, -1.44], [-1.09, -0.03, -0.52], [-1.46, 1.02, 0.54], [0.91, 1.66, -1.22], [0.84, -1.80, -0.71], [1.03, -1.39, -2.46], [2.14, -0.68, -1.36], [-1.87, 0.02, -1.29], [-1.18, -1.05, -0.08], [-2.48, 0.78, 0.90], [-0.71, 0.97, 1.35], [-1.46, 2.04, 0.14]]}


--- Q ---
{"formula": "C4H9Cl2", "method": "ωB97M-V/def2-TZVPD", "homo_energy_ev": [-10.028, -10.504], "s2": 0.7530, "homo_lumo_gap_ev": [11.01, 8.01], "multiplicity": 2, "elements": ["Cl", "Cl", "C", "C", "C", "C", "H", "H", "H", "H", "H", "H", "H", "H", "H"], "coordinates": [[0.00, 2.76, -2.13], [1.58, 1.05, -0.95], [-1.73, 0.70, 0.40], [-0.74, -0.33, -0.12], [0.76, 0.04, 0.21], [1.62, -1.22, 0.20], [-2.71, 0.55, -0.08], [-1.81, 0.58, 1.48], [-1.39, 1.76, 0.27], [-1.04, -1.34, 0.19], [-0.87, -0.32, -1.20], [0.80, 0.51, 1.22], [2.55, -1.21, 0.81], [1.01, -2.08, 0.53], [1.97, -1.47, -0.82]]}


Quick one: most stable of them? P


--- P ---
{"formula": "C7H9N2O2", "method": "ωB97M-V/def2-TZVPD", "homo_energy_ev": -3.967, "charge": -1, "homo_lumo_gap_ev": 7.65, "elements": ["C", "C", "C", "C", "C", "C", "C", "N", "N", "O", "O", "H", "H", "H", "H", "H", "H", "H", "H", "H"], "coordinates": [[-3.97, 0.93, 0.43], [-0.30, 0.51, -0.28], [-3.06, -1.39, 0.48], [-1.45, 0.75, -0.54], [1.00, -0.55, 1.54], [1.73, -0.79, -0.90], [1.04, 0.13, 0.19], [-3.66, -0.41, 0.72], [-5.18, 1.07, 0.04], [-2.54, -2.46, 0.41], [-2.67, 1.16, -0.83], [-3.30, 1.60, 1.06], [1.78, -1.27, 1.60], [0.11, -1.04, 1.87], [1.06, 0.26, 2.31], [1.15, -1.68, -1.31], [2.71, -1.06, -0.53], [1.99, -0.35, -1.91], [1.60, 1.09, 0.19], [-5.63, 1.90, 0.36]]}


--- Q ---
{"formula": "C7H9N2O2", "method": "ωB97M-V/def2-TZVPD", "homo_energy_ev": -3.150, "charge": -1, "homo_lumo_gap_ev": 6.97, "elements": ["C", "C", "C", "C", "C", "C", "C", "N", "N", "O", "O", "H", "H", "H", "H", "H", "H", "H", "H", "H"], "coordinates": [[3.35, 0.48, -0.29], [-0.44, 0.24, -0.56], [1.63, -1.28, 0.08], [0.43, 1.03, -0.93], [-1.61, -0.32, 1.45], [-2.89, 0.02, -0.72], [-1.55, -0.52, -0.05], [2.60, -0.59, -0.34], [3.57, 1.20, 0.70], [1.00, -2.29, 0.37], [1.37, 1.61, -1.48], [3.81, 0.76, -1.25], [-2.56, -0.72, 1.83], [-1.36, 0.70, 1.69], [-0.83, -0.93, 1.99], [-2.81, 1.14, -0.52], [-3.66, -0.58, -0.26], [-2.88, -0.21, -1.80], [-1.43, -1.63, -0.42], [4.24, 1.88, 0.51]]}


Quick one: most stable of them? Q


--- P ---
{"formula": "CH3N2OS", "method": "ωB97M-V/def2-TZVPD", "homo_energy_ev": -2.586, "charge": -1, "homo_lumo_gap_ev": 6.76, "elements": ["C", "N", "N", "O", "S", "H", "H", "H"], "coordinates": [[0.39, 2.35, 1.06], [-0.03, 1.28, 0.68], [-0.18, 0.10, 0.37], [0.08, -2.18, -1.57], [-1.15, -1.01, 1.11], [-0.26, -2.02, -0.70], [0.96, -1.86, -1.61], [0.19, 3.35, 0.66]]}


--- Q ---
{"formula": "CH3N2OS", "method": "ωB97M-V/def2-TZVPD", "homo_energy_ev": -3.313, "charge": -1, "homo_lumo_gap_ev": 7.49, "elements": ["C", "N", "N", "O", "S", "H", "H", "H"], "coordinates": [[1.05, -0.23, 0.01], [-0.30, -0.66, 0.01], [-1.26, 0.18, -0.02], [-1.06, 1.64, 0.13], [-2.78, -0.35, 0.03], [1.11, 0.86, -0.33], [1.67, -0.63, 0.89], [1.57, -0.81, -0.71]]}


Quick one: most stable of them? P


--- P ---
{"formula": "CH6N2O", "method": "ωB97M-V/def2-TZVPD", "homo_energy_ev": -9.753, "homo_lumo_gap_ev": 10.51, "elements": ["N", "C", "O", "H", "H", "H", "N", "H", "H", "H"], "coordinates": [[-0.30, -0.20, -1.50], [-0.49, -1.44, -2.04], [0.34, -2.32, -2.16], [-0.97, 0.48, -1.97], [0.71, -0.05, -1.78], [-1.34, -1.47, -2.63], [0.32, 1.33, 2.94], [0.47, 0.51, 2.42], [0.07, 1.28, 3.96], [1.19, 1.88, 2.76]]}


--- Q ---
{"formula": "CH6N2O", "method": "ωB97M-V/def2-TZVPD", "homo_energy_ev": [-8.979, -9.176], "homo_lumo_gap_ev": [9.32, 9.70], "elements": ["C", "N", "N", "O", "H", "H", "H", "H", "H", "H"], "coordinates": [[1.05, -1.13, 0.46], [0.10, -0.18, -0.08], [-1.19, 1.73, -0.41], [-1.52, 0.92, 0.53], [-0.62, -0.71, -0.57], [-1.53, 1.50, -1.35], [-0.23, 2.06, -0.37], [0.57, -1.88, 1.10], [1.82, -0.61, 1.03], [1.56, -1.69, -0.34]]}


Quick one: most stable of them? P


--- P ---
{"formula": "C3H3BrO2", "method": "ωB97M-V/def2-TZVPD", "homo_energy_ev": -10.484, "homo_lumo_gap_ev": 10.75, "elements": ["O", "C", "Br", "C", "C", "O", "H", "H", "H"], "coordinates": [[0.56, 1.31, 1.44], [1.04, 0.62, 0.57], [2.95, 0.53, 0.28], [0.18, -0.12, -0.42], [-1.27, -0.44, -0.14], [-0.26, -1.37, -0.05], [0.63, -0.01, -1.41], [-1.72, 0.05, 0.74], [-2.11, -0.57, -0.99]]}


--- Q ---
{"formula": "C3H3BrO2", "method": "ωB97M-V/def2-TZVPD", "homo_energy_ev": -9.361, "homo_lumo_gap_ev": 9.49, "elements": ["O", "C", "C", "Br", "C", "O", "H", "H", "H"], "coordinates": [[1.31, -2.29, -0.04], [0.39, -1.52, 0.05], [0.57, -0.06, 0.02], [2.34, 0.69, 0.04], [-0.57, 0.65, 0.00], [-0.52, 1.97, 0.00], [-0.63, -2.05, 0.18], [-1.48, 0.16, -0.10], [-1.40, 2.46, -0.16]]}


Quick one: most stable of them? Q


--- P ---
{"formula": "C8H14N", "method": "ωB97M-V/def2-TZVPD", "homo_energy_ev": -13.914, "charge": 1, "homo_lumo_gap_ev": 11.46, "elements": ["C", "C", "C", "N", "C", "C", "C", "C", "C", "H", "H", "H", "H", "H", "H", "H", "H", "H", "H", "H", "H", "H", "H"], "coordinates": [[-1.50, 2.22, -0.05], [-0.95, 0.83, -0.22], [0.13, 0.66, -1.20], [0.48, 0.60, 0.20], [1.53, 1.47, 0.65], [0.48, -0.75, 0.91], [0.23, -1.92, 0.36], [-0.15, -2.80, -0.78], [0.28, -3.37, 0.60], [-2.10, 2.26, -0.85], [-0.70, 3.01, -0.28], [-1.89, 2.30, 0.92], [-1.66, 0.08, -0.14], [0.34, 1.54, -1.66], [0.19, -0.25, -1.85], [1.81, 2.00, -0.19], [1.04, 2.06, 1.42], [2.38, 0.90, 0.92], [0.66, -0.68, 1.99], [0.37, -2.84, -1.64], [-1.20, -2.76, -1.12], [1.17, -3.93, 0.71], [-0.30, -3.97, 1.18]]}


--- Q ---
{"formula": "C8H14N", "method": "ωB97M-V/def2-TZVPD", "homo_energy_ev": [-13.525, -12.521], "charge": 1, "homo_lumo_gap_ev": [7.40, 4.58], "elements": ["C", "C", "C", "C", "C", "C", "C", "C", "N", "H", "H", "H", "H", "H", "H", "H", "H", "H", "H", "H", "H", "H", "H"], "coordinates": [[-2.73, 0.47, 0.10], [-2.25, -0.54, 0.64], [2.47, -0.88, -0.34], [2.75, 0.49, 0.15], [1.20, -0.70, -1.10], [1.43, 1.09, 0.27], [-3.23, 1.68, -0.38], [-1.76, -1.86, 1.07], [0.52, 0.34, -0.49], [3.39, -1.18, -0.92], [2.31, -1.64, 0.41], [3.35, 0.57, 1.04], [3.31, 0.89, -0.71], [1.24, -0.44, -2.23], [0.47, -1.55, -1.00], [1.15, 1.07, 1.43], [1.41, 2.27, 0.20], [-3.41, 2.31, 0.57], [-4.27, 1.66, -0.78], [-2.52, 2.09, -1.09], [-2.69, -2.25, 1.34], [-0.88, -1.58, 1.68], [-1.26, -2.30, 0.16]]}


Quick one: most stable of them? P